1.
ORCA calculation (ωB97M-V/def2-TZVPD) on a molecular structure, C2H7ISi at a distorted geometry.

Geometry as XYZ:
```
11
Properties=species:S:1:pos:R:3:forces:R:3
C -0.461406 1.500329 0.204266 -1.536 1.862 1.266
C -0.443247 -1.708251 0.214665 2.216 2.918 -2.813
Si 0.257251 -0.051457 -0.574518 2.078 0.472 0.145
I 3.339716 0.112265 0.092368 -2.092 -0.195 -0.242
H -0.791180 1.379421 1.327972 0.816 0.009 -2.142
H 0.209018 2.408727 0.161983 -0.169 -1.286 0.134
H -1.394606 1.975878 -0.300845 1.233 -1.365 0.478
H -0.205749 -2.473857 -0.441484 0.040 -1.638 -1.415
H 0.176795 -1.840240 1.018790 0.943 -0.217 2.592
H -1.442009 -1.527853 0.325900 -2.604 0.074 0.808
H 0.755417 0.225035 -2.029094 -0.925 -0.634 1.188
```
Positions in Å, forces in eV/Å.

Properties
Energy relative to the best compared isomer or geometry (same formula, charge and spin): 42.6 kcal per mole
Molar mass: 186.07 g mol⁻¹
Gap between HOMO and LUMO: 7.96 eV
LUMO level: -0.021 hartree
Spin multiplicity: 1
HOMO level: -8.53 eV


2.
ORCA calculation (ωB97M-V/def2-TZVPD) on 2 unconnected molecules or ions with the total composition C2H7N at a distorted geometry.

Geometry as XYZ:
```
10
Properties=species:S:1:pos:R:3:forces:R:3
C -3.501553 -5.631155 -4.478057 -1.160 0.285 -0.060
H -2.461772 -5.796740 -4.725705 0.057 -0.039 0.055
H -3.952767 -6.430502 -3.892941 0.371 -0.160 0.076
H -4.128138 -5.537578 -5.367455 0.327 -0.120 -0.212
H -3.673550 -4.702514 -3.936697 0.405 0.035 0.142
C 2.552059 3.267827 3.209862 -0.235 -0.171 -0.917
N 1.699101 3.759831 2.411341 0.186 0.628 0.426
H 2.205965 2.727217 4.085843 0.113 -0.100 0.031
H 3.611344 3.284629 2.950613 0.184 0.104 0.577
H 2.192231 4.307349 1.695545 -0.248 -0.461 -0.117
```
Positions in Å, forces in eV/Å.

Properties
Energy relative to the best compared isomer or geometry (same formula, charge and spin): 21.8 kcal per mole
Molar mass: 45.09 g mol⁻¹
Gap between HOMO and LUMO: 11.49 eV
LUMO level: 0.046 hartree
Spin multiplicity: 1
HOMO level: -10.24 eV
SMILES: C=N.C


3.
ORCA calculation (ωB97M-V/def2-TZVPD) on 2 unconnected molecules or ions with the total composition C2H7N at a distorted geometry.

Geometry as XYZ:
```
10
Properties=species:S:1:pos:R:3:forces:R:3
C -1.139433 -1.752416 3.129468 -0.179 -2.693 0.903
H -1.544969 -2.171028 2.176161 0.070 1.083 0.729
H -1.407534 -2.523116 3.889666 0.234 -0.190 -0.569
H -0.042723 -1.827605 3.120709 -0.399 0.826 -0.073
H -1.625581 -0.948277 3.665620 0.274 0.977 -0.992
C 0.333830 1.159744 -2.418867 -0.025 0.240 1.619
N 1.192179 0.972735 -1.498568 1.241 1.048 -1.595
H 0.508881 0.800015 -3.403108 -0.128 -1.217 -0.678
H -0.616669 1.667459 -2.260317 0.106 0.778 -0.147
H 1.245646 1.743738 -0.827996 -1.194 -0.852 0.803
```
Positions in Å, forces in eV/Å.

Properties
Energy relative to the best compared isomer or geometry (same formula, charge and spin): 39.4 kcal per mole
Molar mass: 45.09 g mol⁻¹
Gap between HOMO and LUMO: 10.69 eV
LUMO level: 0.040 hartree
Spin multiplicity: 1
HOMO level: -9.60 eV
SMILES: C=N.C


4.
ORCA calculation (ωB97M-V/def2-TZVPD) on C2H7N2 in the gas phase at a distorted geometry.

Geometry as XYZ:
```
11
Properties=species:S:1:pos:R:3:forces:R:3
C -0.891530 0.057122 -1.499113 -0.396 -1.795 2.246
N 1.096257 -0.564332 1.818386 -0.964 0.845 -1.908
C 0.028759 -0.188245 0.891679 0.798 0.753 -0.682
N 0.236224 0.260979 -0.561444 0.468 0.169 1.844
H -0.566538 -0.025619 -2.531870 -0.019 0.347 0.024
H -1.740203 0.729236 -1.303339 0.290 0.118 -0.508
H -1.251813 -0.939553 -1.149761 -0.111 0.455 -0.877
H 1.571473 -1.381666 1.480000 0.733 -0.034 -0.199
H 1.698299 0.277127 1.826183 0.159 -0.936 0.311
H -0.532668 0.499292 1.484828 -1.237 0.476 -0.089
H 0.351741 1.275658 -0.455548 0.279 -0.399 -0.162
```
Positions in Å, forces in eV/Å.

Properties
Energy relative to the best compared isomer or geometry (same formula, charge and spin): 21.7 kcal per mole
Molar mass: 59.09 g mol⁻¹
Gap between HOMO and LUMO (alpha / beta): 9.84 / 9.41 eV
LUMO level (alpha / beta): 0.047 / 0.007 hartree
Spin multiplicity: 2
HOMO level (alpha / beta): -8.56 / -9.23 eV
Expectation value of S²: 0.7529


5.
ORCA calculation (ωB97M-V/def2-TZVPD) on a gas-phase ion, C2H7N2 (charge +1) at a distorted geometry.

Geometry as XYZ:
```
11
Properties=species:S:1:pos:R:3:forces:R:3
C -0.115553 -0.661343 0.509090 0.568 -3.587 -0.665
C 0.863013 1.155807 -0.515247 0.831 -1.823 -0.063
N 1.025031 0.147501 0.286308 -0.134 3.328 -1.971
N -1.137328 -0.270568 -0.371600 -0.476 -0.630 -0.383
H 0.345766 -1.692515 0.222692 -1.497 1.229 0.572
H -0.270203 -0.647708 1.563512 -0.612 -0.146 0.975
H 1.693629 1.663755 -0.932418 0.846 0.774 0.293
H -0.112188 1.226400 -1.007703 0.628 0.355 0.412
H 1.889292 -0.142018 0.712417 0.510 0.304 0.068
H -1.887258 -0.903138 -0.580110 0.089 -0.630 0.199
H -1.538355 0.605361 -0.150122 -0.752 0.827 0.562
```
Positions in Å, forces in eV/Å.

Properties
Energy relative to the best compared isomer or geometry (same formula, charge and spin): 44.9 kcal per mole
Charge: +1
Molar mass: 59.09 g mol⁻¹
Gap between HOMO and LUMO: 9.90 eV
LUMO level: -0.194 hartree
Spin multiplicity: 1
HOMO level: -15.19 eV
SMILES: C=[NH+]CN


6.
ORCA calculation (ωB97M-V/def2-TZVPD) on 2 unconnected molecules or ions with the total composition C2H7N2.

Geometry as XYZ:
```
11
Properties=species:S:1:pos:R:3:forces:R:3
C -1.733727 0.118507 0.130410 -0.512 0.507 -0.550
N -0.379701 -0.100315 0.138483 -0.221 -0.426 0.253
C 0.427069 0.946491 -0.124792 0.528 0.233 -0.218
N 1.638832 0.742274 0.269520 0.078 0.118 0.007
H 1.725992 -2.783957 -0.244629 0.422 0.020 -0.075
H -2.039063 -0.031803 1.184756 0.011 -0.269 0.286
H -2.278874 -0.710597 -0.351291 0.239 -0.283 0.187
H 0.070622 1.864293 -0.581370 -0.265 0.126 0.009
H 2.465912 -2.738814 -0.382019 -0.425 -0.017 0.073
H -2.090816 1.086348 -0.213828 0.078 0.167 -0.027
H 2.193752 1.607570 0.174759 0.068 -0.176 0.056
```
Positions in Å, forces in eV/Å.

Properties
Energy relative to the best compared isomer or geometry (same formula, charge and spin): 147.1 kcal per mole
Charge: +1
Molar mass: 59.09 g mol⁻¹
Gap between HOMO and LUMO: 7.76 eV
LUMO level: -0.344 hartree
Spin multiplicity: 1
HOMO level: -17.13 eV


7.
ORCA calculation (ωB97M-V/def2-TZVPD) on a gas-phase ion, C2H7N2 (charge +1) at a distorted geometry.

Geometry as XYZ:
```
11
Properties=species:S:1:pos:R:3:forces:R:3
C -1.364663 0.294414 -0.363971 1.248 0.978 -0.489
N 1.211274 -0.681585 -0.335366 -0.192 0.059 -0.661
C 0.774460 0.320170 0.706929 1.259 -0.588 -1.413
N -0.590770 0.244062 0.786379 -1.251 -0.774 0.419
H -2.141403 1.059915 -0.159073 -0.197 -0.242 0.212
H -0.789816 0.556542 -1.252792 -0.217 -0.167 -0.221
H -1.944759 -0.638134 -0.484443 -0.202 0.045 0.428
H 2.010766 -1.218936 -0.029062 -0.152 -0.158 0.359
H 0.479147 -1.274908 -0.693758 0.071 -0.258 0.141
H 1.277845 0.082761 1.629873 -0.124 0.616 0.508
H 1.077914 1.255694 0.195284 -0.243 0.488 0.717
```
Positions in Å, forces in eV/Å.

Properties
Energy relative to the best compared isomer or geometry (same formula, charge and spin): 125.4 kcal per mole
Charge: +1
Molar mass: 59.09 g mol⁻¹
Gap between HOMO and LUMO: 6.20 eV
LUMO level: -0.330 hartree
Spin multiplicity: 1
HOMO level: -15.19 eV


8.
ORCA calculation (ωB97M-V/def2-TZVPD) on 2 unconnected molecules or ions with the total composition C2H7N2O at a distorted geometry.

Geometry as XYZ:
```
12
Properties=species:S:1:pos:R:3:forces:R:3
C 0.909273 0.140788 0.357279 0.523 0.500 -4.362
C 0.218685 1.014785 -0.659988 -1.491 -3.616 -2.935
N -2.269868 -1.096261 0.024146 -0.888 0.573 -2.923
N -2.596697 0.229673 -0.391191 -0.075 -0.616 2.383
O -3.159190 0.762745 0.600547 -0.014 0.615 -0.806
H 0.870393 0.667869 1.215131 0.680 1.584 3.235
H 0.247714 -0.656996 0.458748 -0.628 -2.142 0.426
H 1.919342 -0.133423 -0.045212 -0.442 -0.243 1.030
H 0.485708 1.989160 -0.762655 0.828 3.003 0.053
H 0.119773 0.555156 -1.776406 0.249 0.766 2.513
H -2.172612 -1.245932 0.991759 0.483 0.179 1.293
H -1.586575 -1.418666 -0.623647 0.775 -0.602 0.093
```
Positions in Å, forces in eV/Å.

Properties
Energy relative to the best compared isomer or geometry (same formula, charge and spin): 123.4 kcal per mole
Charge: -1
Molar mass: 75.09 g mol⁻¹
Gap between HOMO and LUMO (alpha / beta): 5.08 / 6.66 eV
LUMO level (alpha / beta): 0.172 / 0.171 hartree
Spin multiplicity: 1
HOMO level (alpha / beta): -0.40 / -2.00 eV


9.
ORCA calculation (ωB97M-V/def2-TZVPD) on 2 unconnected molecules or ions with the total composition C2H7N2O at a distorted geometry.

Geometry as XYZ:
```
12
Properties=species:S:1:pos:R:3:forces:R:3
C 1.575512 -0.979603 2.127843 -0.409 -0.440 0.087
N 0.413383 -0.937473 1.639373 -0.425 0.799 -0.280
H 1.894580 -1.929542 2.542473 0.479 0.265 0.096
H 2.133789 -0.052795 2.095349 0.381 -0.230 0.196
H 0.056396 -0.076964 1.178923 -0.189 -0.272 -0.268
H -0.229065 -1.718720 1.582303 0.169 -0.263 0.193
C -0.940217 0.482500 -1.417283 0.361 -0.022 0.911
N -0.900384 1.479472 -2.297551 -0.636 -0.388 -1.222
O -0.674359 0.550825 -0.216524 -0.201 0.383 -0.336
H -1.205841 -0.489028 -1.852242 0.073 0.067 -0.214
H -0.970518 2.474562 -2.144137 0.346 -0.139 0.658
H -1.153277 1.196771 -3.238531 0.051 0.241 0.179
```
Positions in Å, forces in eV/Å.

Properties
Energy relative to the best compared isomer or geometry (same formula, charge and spin): 17.5 kcal per mole
Charge: +1
Molar mass: 75.09 g mol⁻¹
Gap between HOMO and LUMO: 9.61 eV
LUMO level: -0.177 hartree
Spin multiplicity: 1
HOMO level: -14.43 eV


10.
ORCA calculation (ωB97M-V/def2-TZVPD) on 2 unconnected molecules or ions with the total composition C2H7N2O at a distorted geometry.

Geometry as XYZ:
```
12
Properties=species:S:1:pos:R:3:forces:R:3
C -0.071074 -0.597124 0.530757 -3.996 -0.524 -0.834
C -0.108796 0.571583 -0.364994 -0.010 -1.528 0.044
N -1.597455 -2.004161 -0.022503 2.600 1.947 3.229
N 0.996939 1.515168 -0.403457 2.125 1.756 1.753
O -0.622362 0.660526 0.900065 -1.866 -0.398 -0.069
H 0.641749 -0.810832 1.258959 1.541 -1.251 0.586
H -0.671567 0.433735 -1.300811 -0.124 0.786 0.563
H -0.824869 -2.523331 -0.390416 0.497 -0.907 -0.993
H -1.720235 -2.558919 0.909073 0.138 1.510 -1.548
H 1.789448 1.243662 0.254347 -1.302 0.177 -0.612
H 0.735548 2.518901 -0.082599 0.076 -1.901 -0.805
H 1.452674 1.550791 -1.288422 0.320 0.334 -1.315
```
Positions in Å, forces in eV/Å.

Properties
Energy relative to the best compared isomer or geometry (same formula, charge and spin): 133.8 kcal per mole
Charge: +1
Molar mass: 75.09 g mol⁻¹
Gap between HOMO and LUMO: 9.99 eV
LUMO level: -0.157 hartree
Spin multiplicity: 1
HOMO level: -14.27 eV


11.
ORCA calculation (ωB97M-V/def2-TZVPD) on a gas-phase ion, C2H7N2O2 (charge +1) at a distorted geometry.

Geometry as XYZ:
```
13
Properties=species:S:1:pos:R:3:forces:R:3
C -1.464778 -1.137302 -0.603420 0.856 -0.629 3.016
C 0.898981 1.378648 1.283916 0.359 1.590 -0.165
N 0.576106 0.123721 -0.551471 2.428 -0.128 -1.303
N -0.098368 -0.815379 -1.112746 -0.768 -1.311 -0.001
O 0.332913 -1.490049 -2.009371 0.607 0.583 -0.093
O -0.035415 0.766598 0.456250 -1.114 -0.513 -1.245
H -1.961241 -0.193780 -0.366015 -0.659 -0.298 -1.098
H -1.336833 -1.503105 0.495140 0.229 0.289 -1.791
H -1.800631 -2.008155 -1.191710 -0.314 1.151 -0.032
H 1.243458 0.732082 2.001760 0.988 -1.948 1.650
H 0.287514 2.087179 1.813810 0.352 0.968 -0.089
H 1.752471 1.721349 0.687512 -0.332 0.727 0.341
H 1.605822 0.338191 -0.903655 -2.632 -0.482 0.811
```
Positions in Å, forces in eV/Å.

Properties
Energy relative to the best compared isomer or geometry (same formula, charge and spin): 156.8 kcal per mole
Charge: +1
Molar mass: 91.09 g mol⁻¹
Gap between HOMO and LUMO: 9.93 eV
LUMO level: -0.203 hartree
Spin multiplicity: 1
HOMO level: -15.46 eV
SMILES: CON[N+](C)=O


12.
ORCA calculation (ωB97M-V/def2-TZVPD) on a gas-phase ion, C2H7N2O2 (charge +1) at a distorted geometry.

Geometry as XYZ:
```
13
Properties=species:S:1:pos:R:3:forces:R:3
C -0.584044 -1.198890 -0.495455 -1.283 0.477 -1.235
C 0.742286 0.471583 0.742719 1.313 1.952 0.742
N -1.560100 0.378389 1.303280 -1.446 0.593 1.199
N -0.497915 0.172425 0.021107 -0.475 0.374 0.140
O -1.991296 -0.566598 1.744597 0.456 0.035 -0.642
O -1.000722 1.248355 -0.774288 2.920 -1.185 -3.908
H -0.508332 -1.853470 0.444279 -0.024 0.527 -1.865
H -1.588914 -1.279713 -1.109587 1.976 -0.129 1.544
H 0.260422 -1.196336 -1.221561 -0.442 -1.043 0.627
H 0.524361 0.984304 1.797801 0.311 -1.255 -2.204
H 1.379107 -0.438165 0.824878 -0.615 0.724 0.101
H 1.270923 1.264877 0.142684 -0.320 -0.869 0.685
H -0.428954 1.252592 -1.843361 -2.372 -0.200 4.817
```
Positions in Å, forces in eV/Å.

Properties
Energy relative to the best compared isomer or geometry (same formula, charge and spin): 164.4 kcal per mole
Charge: +1
Molar mass: 91.09 g mol⁻¹
Gap between HOMO and LUMO: 10.01 eV
LUMO level: -0.213 hartree
Spin multiplicity: 1
HOMO level: -15.80 eV
SMILES: C[N+](C)(O)N=O